# 1
{"formula": "C3H6NO", "method": "ωB97M-V with the def2-TZVPD basis set", "elements": ["C", "C", "C", "N", "O", "H", "H", "H", "H", "H", "H"], "positions_angstrom": [[-0.459551, -1.527863, 0.042065], [-1.837578, 0.518104, -0.222787], [0.788393, 0.729714, 0.178381], [-0.588798, -0.283365, 0.009783], [-2.952646, 0.153749, -0.258563], [0.537849, -1.996942, 0.144353], [-1.292566, -2.174824, 0.059126], [-1.488726, 1.611135, -0.591061], [1.141719, 1.079391, -0.808332], [1.447890, -0.070359, 0.531181], [0.448819, 1.663022, 0.632269]], "forces_ev_per_angstrom": [[1.284, -3.377, 0.600], [10.274, 2.388, 0.351], [-1.951, -1.731, -1.931], [-0.902, 7.349, -1.171], [-5.844, -2.190, -0.342], [-0.646, 0.605, 0.037], [-0.908, -0.559, -0.252], [-1.270, -2.057, 0.762], [-0.454, -0.801, 0.011], [0.130, 1.187, 0.794], [0.286, -0.814, 1.140]], "lowdin_charge": [0.078, -0.197, 0.132, -0.084, 0.323, 0.130, 0.104, 0.234, 0.099, 0.090, 0.091], "e_homo_ev": [-12.57, -18.03], "homo_lumo_gap_ev": [8.337, 8.667], "e_above_lowest_kcal_mol": 26.12, "lumo_ev": [-4.2, -9.4], "multiplicity": 3, "charge": 1}

=====

# 2
{"formula": "C16H44O20P6", "method": "ωB97M-V with the def2-TZVPD basis set", "elements": ["O", "P", "C", "C", "O", "C", "O", "C", "P", "O", "H", "H", "H", "H", "H", "H", "H", "H", "C", "O", "P", "O", "O", "C", "O", "C", "H", "H", "H", "H", "H", "H", "H", "H", "H", "C", "O", "P", "O", "O", "C", "O", "C", "H", "H", "H", "H", "H", "H", "H", "H", "H", "C", "O", "P", "O", "O", "C", "O", "C", "H", "H", "H", "H", "H", "H", "H", "H", "H", "C", "O", "P", "O", "O", "C", "O", "C", "H", "H", "H", "H", "H", "H", "H", "H", "H"], "positions_angstrom": [[-3.200956, -0.716864, 4.646041], [-3.047219, 0.586235, 3.950802], [-1.379636, 0.726846, 3.272370], [-1.159678, 1.669281, 2.026832], [0.122787, 2.251854, 2.187356], [0.802129, 1.438832, 3.074237], [1.901880, 1.021725, 2.943215], [-0.224446, 1.208403, 4.174336], [-0.479851, 2.690281, 5.204310], [-0.832298, 2.331449, 6.594244], [-3.441619, 1.686947, 4.733224], [-3.903237, 0.533565, 2.831547], [-1.054040, -0.261266, 2.942996], [-1.958298, 2.398342, 1.900094], [-1.237339, 1.010546, 1.162073], [0.077698, 0.443747, 4.888037], [0.756259, 3.362694, 5.171684], [-1.436631, 3.519528, 4.586880], [-1.108074, -3.143306, 4.149731], [-0.607273, -3.328369, 2.809259], [0.912298, -3.949080, 2.571285], [0.980579, -3.644719, 1.115862], [0.366638, -5.447892, 2.918520], [-0.712874, -5.979839, 2.154082], [2.455453, -4.401175, 2.794182], [2.873564, -5.678155, 3.290084], [-2.162474, -2.893792, 4.085865], [-0.990869, -4.050660, 4.747944], [-0.583499, -2.318546, 4.632159], [-0.769461, -5.510925, 1.172146], [-1.655998, -5.840211, 2.683841], [-0.531241, -7.046789, 2.036886], [2.628058, -6.446163, 2.560720], [2.425772, -5.912551, 4.251634], [3.954001, -5.625977, 3.409525], [2.965649, -1.441767, 0.047469], [3.873708, -1.244996, -1.063130], [3.263633, -1.166177, -2.552142], [4.415083, -1.246712, -3.459210], [2.697436, 0.352273, -2.343909], [3.634957, 1.412588, -2.199225], [1.980383, -1.641597, -3.367990], [0.802396, -0.851598, -3.571099], [3.525505, -1.286785, 0.965890], [2.150389, -0.715241, 0.008207], [2.555495, -2.447126, 0.042615], [4.593240, 1.159421, -2.651945], [3.780663, 1.642671, -1.142124], [3.220843, 2.289679, -2.695075], [1.037171, -0.002102, -4.206525], [0.369751, -0.514902, -2.633188], [0.084799, -1.492362, -4.079542], [-8.253534, -1.416961, 0.443832], [-7.400904, -0.316209, 0.808846], [-8.055470, 1.146817, 1.012279], [-6.925232, 2.077654, 1.083715], [-8.716007, 0.818888, 2.459225], [-7.821820, 0.647603, 3.555576], [-9.309736, 1.924648, 0.436578], [-10.569929, 2.047697, 1.113935], [-7.667547, -2.327051, 0.533898], [-9.112828, -1.482314, 1.115054], [-8.597223, -1.315022, -0.585082], [-6.878092, 1.161098, 3.374135], [-7.634886, -0.415275, 3.716753], [-8.290106, 1.056439, 4.448574], [-10.446151, 2.658007, 2.003983], [-10.989981, 1.079945, 1.373116], [-11.243775, 2.550621, 0.424402], [8.448455, 2.977251, -8.123783], [7.298081, 3.830978, -8.008881], [6.013796, 3.298815, -7.180176], [4.929290, 4.235990, -7.482695], [6.678118, 3.528208, -5.715676], [6.883062, 4.864984, -5.268629], [5.385924, 1.885376, -6.852798], [5.592062, 1.164580, -5.621648], [9.254136, 3.569781, -8.548494], [8.759992, 2.609072, -7.143344], [8.241456, 2.134360, -8.783057], [6.200402, 5.556844, -5.761204], [7.914174, 5.169917, -5.456359], [6.702951, 4.883352, -4.195058], [5.118955, 1.699616, -4.804748], [6.647124, 1.010150, -5.415094], [5.114040, 0.194873, -5.730252]], "forces_ev_per_angstrom": [[0.134, 0.150, 0.482], [-0.673, -2.186, 0.021], [0.941, 1.517, -0.390], [-1.388, -0.844, 0.304], [0.450, -0.327, -0.838], [-0.550, 0.348, 0.557], [0.082, 0.349, -0.043], [0.075, -0.663, -0.031], [0.213, -0.168, 1.219], [-0.349, -0.071, -0.038], [0.368, 0.378, -0.327], [0.174, 0.852, -0.186], [-0.647, -0.332, 0.200], [0.339, 0.493, 0.208], [0.499, 0.257, -0.303], [0.128, 0.009, 0.021], [-0.097, 0.168, -0.559], [0.240, -0.006, -0.410], [-0.107, -0.137, 0.083], [1.490, 1.792, 2.328], [-1.893, -4.383, -5.434], [0.215, 0.917, 0.408], [0.566, -0.181, 0.306], [-0.288, 0.041, 0.152], [-0.173, 1.697, 1.983], [0.278, -0.015, 0.390], [0.026, 0.092, -0.096], [0.067, -0.030, -0.074], [-0.112, 0.023, 0.080], [0.043, 0.051, 0.018], [-0.018, 0.034, -0.035], [0.057, 0.008, 0.029], [-0.132, 0.041, 0.008], [-0.060, -0.053, -0.039], [-0.013, 0.159, -0.036], [-0.074, 0.062, 0.073], [-1.345, -2.159, 0.021], [1.420, 4.426, -1.581], [0.133, -0.703, 0.139], [-0.159, 0.021, -0.524], [-0.015, 0.061, 0.275], [0.030, -1.401, 1.511], [-0.370, -0.157, 0.025], [0.127, 0.025, -0.084], [0.042, 0.035, -0.039], [0.004, -0.008, 0.031], [-0.001, -0.053, 0.022], [0.049, -0.028, 0.002], [-0.012, -0.019, -0.021], [0.076, 0.044, 0.083], [0.067, 0.057, 0.020], [0.105, -0.108, 0.019], [-0.042, -0.118, 0.116], [-1.312, 0.182, -2.002], [1.262, 1.406, 4.019], [0.199, -0.152, -0.639], [-0.200, 0.401, -0.111], [0.096, -0.354, 0.163], [0.077, -1.443, -1.286], [-0.348, -0.007, -0.165], [0.075, 0.051, 0.012], [0.023, 0.035, 0.020], [0.023, 0.002, -0.005], [-0.024, 0.032, -0.021], [0.058, 0.006, -0.012], [-0.074, 0.048, -0.063], [0.074, -0.080, 0.047], [0.071, -0.023, 0.068], [0.115, -0.002, -0.094], [0.128, 0.035, 0.094], [-0.276, -2.161, -0.959], [-0.958, 3.081, 3.049], [0.011, -0.168, -0.672], [-0.286, -0.226, 0.135], [0.204, 0.085, 0.004], [1.196, -0.523, -1.424], [0.052, -0.503, 0.036], [-0.058, 0.064, -0.018], [-0.034, 0.021, 0.008], [-0.001, 0.012, -0.009], [-0.020, -0.042, -0.031], [-0.013, 0.015, -0.049], [-0.010, -0.031, -0.004], [0.065, 0.121, -0.039], [0.022, 0.105, 0.025], [-0.056, 0.055, -0.125]], "lowdin_charge": [-0.443, 0.724, -0.377, -0.159, 0.005, -0.496, 0.185, -0.322, 0.712, -0.426, 0.026, 0.031, 0.121, 0.124, 0.132, 0.132, 0.038, 0.030, -0.107, -0.255, 0.570, -0.259, -0.296, -0.091, -0.229, -0.090, 0.072, 0.087, 0.075, 0.088, 0.086, 0.091, 0.095, 0.088, 0.091, -0.085, -0.216, 0.452, -0.239, -0.288, -0.100, -0.210, -0.086, 0.091, 0.084, 0.054, 0.070, 0.087, 0.090, 0.093, 0.085, 0.090, -0.091, -0.221, 0.419, -0.242, -0.275, -0.095, -0.205, -0.080, 0.089, 0.087, 0.088, 0.072, 0.089, 0.089, 0.094, 0.086, 0.091, -0.097, -0.219, 0.417, -0.236, -0.277, -0.098, -0.203, -0.070, 0.087, 0.086, 0.087, 0.084, 0.085, 0.086, 0.074, 0.091, 0.086], "e_homo_ev": -9.98, "homo_lumo_gap_ev": 8.645, "lumo_ev": -1.3, "multiplicity": 1, "smiles": "O=[PH2][C@H]1COC(=O)[C@H]1[PH2]=O.COP(=O)(OC)OC.COP(=O)(OC)OC.COP(=O)(OC)OC.COP(=O)(OC)OC"}

=====

# 3
{"formula": "C4H14N3", "method": "ωB97M-V with the def2-TZVPD basis set", "elements": ["N", "C", "C", "C", "N", "C", "N", "H", "H", "H", "H", "H", "H", "H", "H", "H", "H", "H", "H", "H", "H"], "positions_angstrom": [[-2.956273, 0.369934, 1.281022], [-3.900285, 0.130933, 0.326135], [-3.542822, -1.473699, -0.227806], [-2.166130, -2.060341, 0.052122], [-1.109887, -1.638580, -0.866369], [-4.026194, 1.459963, -0.749026], [-5.066469, 2.320450, -0.164299], [-3.299378, 0.255235, 2.157017], [31.631385, 1.413979, 0.788524], [-0.904126, -0.668076, -0.598316], [-5.030101, -0.095158, 0.390123], [-3.983576, -1.876465, -1.187867], [-4.169678, -2.009217, 0.498744], [-2.333524, -3.174767, 0.176393], [-1.922843, -1.734701, 0.990054], [30.433226, 1.756550, 0.513465], [-0.191510, -2.001626, -0.768717], [-3.145289, 2.158502, -0.953848], [-4.448486, 1.054536, -1.707361], [-4.498082, 2.679000, 0.663712], [-5.369963, 3.133547, -0.613711]], "forces_ev_per_angstrom": [[-0.732, 0.176, -5.350], [-0.923, 1.063, -0.968], [-0.121, -2.476, -0.313], [0.184, -0.951, -1.802], [-1.083, 1.518, 0.008], [-0.439, 1.298, -2.425], [3.392, -2.320, 4.036], [-1.454, -0.742, 4.119], [-4.622, 1.321, -1.061], [-0.387, -0.081, -0.491], [1.484, 0.612, 1.548], [0.439, 1.854, 0.321], [-0.046, 0.632, 0.182], [0.380, 1.070, -0.889], [0.656, 0.855, 3.027], [4.622, -1.321, 1.061], [0.545, -1.488, 0.279], [-0.292, -2.076, 0.511], [0.780, 0.107, 0.829], [-1.727, -0.037, -0.896], [-0.656, 0.986, -1.725]], "lowdin_charge": [0.340, -0.248, -0.024, -0.289, 0.040, -0.161, 0.024, 0.069, 0.001, 0.084, 0.158, 0.154, 0.113, 0.159, 0.062, -0.001, 0.072, 0.140, 0.124, 0.113, 0.072], "e_homo_ev": -12.51, "homo_lumo_gap_ev": 4.004, "e_above_lowest_kcal_mol": 258.70, "lumo_ev": -8.5, "multiplicity": 1, "charge": 1}

=====

Number 1: E -6732.5639 eV. Number 2: E -113990.6880 eV. Number 3: E -8828.8046 eV.